DFT (ωB97M-V/def2-TZVPD) results for an isolated molecule of C2H2O2.

Bonds (Å) are listed after each position.
Element x y z (Å)
1 O 1.135 0.302 -0.995  C2 1.178
2 C 0.278 -0.434 -0.664  O1 1.178, C3 1.533, H5 1.133
3 C -0.791 -0.286 0.425  C2 1.533, O4 1.227, H6 1.140
4 O -0.544 0.524 1.313  C3 1.227
5 H -0.010 -1.252 -1.392  C2 1.133
6 H -1.638 -1.036 0.280  C3 1.140

Summary:
- Frontier orbital gap: 9.02 eV
- 2S+1: 1
- E: -227.82789 hartree
- Structure (SMILES): O=CC=O
- LUMO energy: -1.07 eV

DFT (ωB97M-V/def2-TZVPD) results for a cluster of 2 separate species, C2H2O2 in total.

Bonds (Å) are listed after each position.
Element x y z (Å)
1 C -0.847 0.297 0.940  O3 1.166, H5 1.117
2 C 1.449 -0.212 -1.256  O4 1.259, H6 1.032
3 O -1.519 -0.637 1.130  C1 1.166
4 O 0.821 0.238 -0.263  C2 1.259
5 H -1.109 1.312 1.327  C1 1.117
6 H 1.205 -0.999 -1.878  C2 1.032

Summary:
- Frontier orbital gap (spin up / spin down): 8.86 / 7.02 eV
- 2S+1: 1
- E: -227.68873 hartree
- LUMO energy (spin up / spin down): 0.27 / -0.23 eV

DFT (ωB97M-V/def2-TZVPD) results for a cluster of 2 separate species, C2H2O2P in total.

Bonds (Å) are listed after each position.
Element x y z (Å)
1 C 0.360 0.354 0.845  P5 1.596, H6 1.103
2 C 1.094 2.539 2.378  O3 1.143, O4 1.143
3 O 0.331 2.355 3.209  C2 1.143
4 O 1.967 2.906 1.739  C2 1.143
5 P -1.163 -0.089 0.668  C1 1.596, H7 1.454
6 H 0.935 0.675 -0.040  C1 1.103
7 H -1.678 -0.166 -0.689  P5 1.454

Summary:
- Frontier orbital gap: 6.26 eV
- Charge: -1
- 2S+1: 1
- E: -569.19868 hartree
- LUMO energy: 3.77 eV

DFT (ωB97M-V/def2-TZVPD) results for a cluster of 2 separate species, C2H2O2S in total.

Bonds (Å) are listed after each position.
Element x y z (Å)
1 C -2.057 0.954 0.554  O3 1.105
2 C 0.185 -0.949 -0.717  S5 1.619, H6 0.932, H7 1.165
3 O -1.336 1.782 0.684  C1 1.105
4 O 1.204 0.919 1.000  S5 1.476
5 S 1.127 0.314 -0.343  C2 1.619, O4 1.476
6 H 0.670 -1.371 -1.391  C2 0.932
7 H 0.206 -1.649 0.214  C2 1.165

Summary:
- Frontier orbital gap: 9.34 eV
- 2S+1: 1
- E: -625.95289 hartree
- LUMO energy: -0.87 eV